# 1
The following is a quantum chemistry calculation of a cluster of 2 separate species, ClH2N2O in total at a distorted geometry, from the OMol25 dataset.

Cartesian coordinates (Å):
Cl1 2.9055 0.2341 -0.5964
O1 -2.0572 0.0777 -0.9255
N1 -1.6569 -0.1858 0.2039
N2 -0.1068 -0.0802 0.3677
H1 0.1640 -0.1156 1.3090
H2 0.7513 0.0697 -0.3586

Summary:
M in g/mol: 81.5
Total charge: -1
Relative energy (zero: lowest compared OMol25 entry of this formula, charge and spin) in kJ/mol: 354.6
HOMO level in Eh: -0.1608
Strongest force on any atom in hartree/bohr: 0.0925
Kohn-Sham gap in eV: 8.35

Atomic charges from the natural (NBO) analysis, expressed in e, are listed below:
1. Cl -0.917
2. O -0.376
3. N 0.234
4. N -0.742
5. H 0.354
6. H 0.445


# 2
The following is a quantum chemistry calculation of a cluster of 2 separate species, C2H10NO in total at a distorted geometry, from the OMol25 dataset.

Cartesian coordinates (Å):
O1 1.3242 -1.5392 -1.6371
N1 0.0023 -0.7838 0.4880
C1 -1.1718 1.3510 0.7149
C2 0.1527 0.7213 0.4702
H1 0.6708 0.9870 -0.4747
H2 0.8571 -1.2269 0.1004
H3 -2.0811 0.7559 0.5070
H4 -0.7803 -1.0423 -0.1573
H5 1.0204 -0.8637 -2.2583
H6 -0.2112 -1.0837 1.4437
H7 1.6899 -2.2879 -2.1170
H8 1.0087 0.9564 1.1891
H9 -1.2783 1.8500 1.6997
H10 -1.2035 2.2060 0.0316

Summary:
M in g/mol: 64.1
Total charge: +1
Relative energy (zero: lowest compared OMol25 entry of this formula, charge and spin) in kJ/mol: 45.5
HOMO level in Eh: -0.6089
Strongest force on any atom in hartree/bohr: 0.0508
Kohn-Sham gap in eV: 13.11

Here are the natural (NBO) charges for atoms 1 to 8, given in e:
1. O -0.988
2. N -0.688
3. C -0.682
4. C -0.228
5. H 0.225
6. H 0.481
7. H 0.235
8. H 0.438


Question: Among the records above, which one has the lowest Kohn-Sham gap?
Answer: ClH2N2O


Question: Which value of relative energy (zero: lowest compared OMol25 entry of this formula, charge and spin) does entry 2 give?
Answer: 45.5 kJ/mol